Record 1
Entry from the Open Molecules 2025 dataset: C5H4FO4S as an isolated structure at a distorted geometry (wB97M-V/def2-TZVPD).

Geometry as XYZ:
```
15
Properties=species:S:1:pos:R:3:forces:R:3
O -1.61054 -0.46493 -1.43491 0.749 0.075 -1.343
O -1.47782 1.76190 -0.32607 -0.381 0.675 -0.545
F 0.47109 -2.77645 0.54162 0.863 -0.572 -0.219
C 1.39434 0.56486 -0.68639 -1.784 0.625 2.130
H 0.87016 2.29686 0.30689 -0.475 1.696 0.429
O -3.17799 0.05759 0.29585 1.776 0.916 -0.385
S -1.82772 0.36314 -0.28849 -3.232 -2.079 2.536
H 1.51957 0.94508 -1.68502 0.512 0.805 0.177
C 0.64483 -1.52191 0.15570 -4.289 2.653 2.115
C -0.67690 -0.28360 1.02821 3.838 -1.505 -4.889
H -1.10260 -0.71493 1.84905 -1.185 -1.250 1.972
C 1.52062 -0.87113 -0.57463 1.524 -1.272 0.179
H 2.48833 -1.31385 -0.91983 -1.083 0.016 -0.030
O 0.20986 0.69432 1.39871 -0.190 0.556 1.619
C 0.75478 1.26305 0.33933 3.358 -1.339 -3.746
```
Positions in Å, forces in eV/Å.

Orbital gap in eV: 8.1030
Energy above the lowest of the compared OMol25 structures with the same formula, charge and spin in kcal per mole: 12.81
LUMO level in hartree: 0.1381
Net charge: -1
Electronic energy in hartree: -991.8695

These are the natural (NBO) partial charges, in e, on atoms 1 to 2: number 1, O, carries -1.002; number 2, O, carries -0.995


Record 2
Entry from the Open Molecules 2025 dataset: one molecule with the formula C5H4INO3 at a distorted geometry (wB97M-V/def2-TZVPD).

Geometry as XYZ:
```
14
Properties=species:S:1:pos:R:3:forces:R:3
H -2.49978 0.77938 -2.38400 -0.202 0.069 -0.180
H -0.30933 0.48427 -3.98477 0.146 -0.014 -0.120
C -1.47889 0.64213 -2.09608 0.428 -0.093 -0.484
C 0.35491 0.37980 -0.92297 -0.046 -0.425 1.930
H -1.51285 0.66074 0.15446 -0.057 -0.017 0.209
N 0.51337 -0.60723 3.03013 -1.170 0.583 0.208
O 0.23668 -1.14957 4.09428 -0.005 -0.116 0.255
I 1.86838 0.14042 0.61773 0.325 -0.097 -0.236
O -0.15190 0.31553 2.52587 -0.586 -0.019 0.468
H 1.98421 -2.01621 2.43520 -0.210 -0.260 -0.146
O 0.72568 0.31124 -2.20325 0.609 -0.195 -0.040
C -0.98259 0.57135 -0.77152 0.671 -0.030 0.110
C 1.65457 -0.99587 2.42189 1.186 0.456 -1.813
C -0.40247 0.48402 -2.91695 -1.089 0.157 -0.161
```
Positions in Å, forces in eV/Å.

Orbital gap (alpha / beta) in eV: 7.8872 / 7.8879
Energy above the lowest of the compared OMol25 structures with the same formula, charge and spin in kcal per mole: 135.05
LUMO level (alpha / beta) in hartree: -0.0403 / -0.0403
Electronic energy in hartree: -770.8357

These are the natural (NBO) partial charges, in e, on atoms 1 to 2: number 1, H, carries 0.239; number 2, H, carries 0.213


Record 3
Entry from the Open Molecules 2025 dataset: one molecule with the formula C5H4INO3 at a distorted geometry (wB97M-V/def2-TZVPD).

Geometry as XYZ:
```
14
Properties=species:S:1:pos:R:3:forces:R:3
H 1.74461 -1.14426 -0.28931 -1.155 1.757 -0.401
I -3.00359 0.84980 0.24172 -0.395 0.451 0.303
H -3.07225 -2.41847 -0.24195 0.991 0.105 2.866
C -1.32355 -0.30207 0.21843 3.242 3.034 -0.792
H 3.27368 0.92542 -0.40815 -0.886 0.910 0.206
N -1.42482 -1.55926 0.11253 1.734 -5.127 0.757
H 1.72832 3.09621 0.23660 -0.497 0.835 0.053
C 1.42935 2.10168 0.03144 -0.614 1.597 0.487
C 0.10722 0.41629 -0.00404 -2.683 -4.374 -0.029
O -2.59219 -2.22561 0.67205 -1.077 0.939 -3.875
O -0.54074 -2.44851 -0.21274 -1.231 2.535 0.369
C 1.34769 -0.07534 -0.28964 0.453 -1.811 0.597
O 0.13754 1.70197 0.18337 -0.378 2.546 0.306
C 2.18874 1.08214 -0.25032 2.498 -3.397 -0.848
```
Positions in Å, forces in eV/Å.

Orbital gap (alpha / beta) in eV: 8.5661 / 8.5675
Energy above the lowest of the compared OMol25 structures with the same formula, charge and spin in kcal per mole: 90.45
SMILES: [O-]/[N+](O)=C(/I)c1ccco1
LUMO level (alpha / beta) in hartree: -0.0044 / -0.0044
Electronic energy in hartree: -770.9068

These are the natural (NBO) partial charges, in e, on atoms 1 to 2: number 1, H, carries 0.267; number 2, I, carries 0.244